{
  "formula": "C22H15N6O3S3Ti",
  "method": "ωB97M-V/def2-TZVPD",
  "species": ["C", "H", "C", "H", "H", "C", "H", "C", "C", "O", "H", "C", "H", "C", "C", "H", "H", "H", "H", "N", "C", "S", "S", "H", "N", "N", "C", "O", "C", "N", "C", "C", "N", "C", "O", "C", "C", "C", "S", "N", "Ti", "C", "C", "H", "H", "C", "C", "H", "C", "H"],
  "positions_angstrom": [[1.124, 3.752, -1.503], [-0.977, 2.381, -4.412], [0.181, 4.018, -3.665], [-1.465, -4.454, 6.599], [0.514, -1.957, 5.715], [-1.482, -3.377, 0.086], [-3.631, -2.925, 5.267], [-0.344, -4.358, -1.781], [4.441, -3.097, 0.125], [1.788, -1.189, 1.533], [0.026, 4.604, -4.561], [-0.237, 1.975, -2.446], [-0.169, -5.180, -2.459], [-2.779, -1.750, 3.706], [-1.621, -1.143, 3.241], [-3.701, -1.651, 3.146], [1.105, -3.046, -2.691], [0.443, -0.666, 3.626], [-0.594, -3.176, 7.448], [-0.733, -1.068, 0.626], [-0.397, 2.751, -3.578], [2.222, 1.753, 1.966], [2.079, 4.078, -0.068], [-1.852, -5.361, -0.635], [2.310, -0.238, -0.757], [0.818, 1.846, -0.210], [-2.730, -2.457, 4.893], [-2.962, -0.011, 1.271], [3.454, -2.094, 0.326], [0.180, -2.134, -1.103], [-0.405, -1.914, 5.144], [0.366, -3.177, -1.907], [2.712, -2.078, 1.398], [-0.433, -1.200, 3.962], [-0.674, 0.846, 1.812], [0.944, 4.536, -2.633], [-1.282, -4.451, -0.763], [-1.486, -3.395, 6.866], [-1.643, -0.297, 1.705], [5.221, -3.911, -0.086], [0.773, 0.119, 0.669], [-1.542, -2.570, 5.617], [3.092, -1.066, -0.594], [-2.200, -3.419, 0.894], [-2.365, -3.239, 7.491], [-0.721, -2.234, -0.129], [1.653, 2.533, 0.567], [-0.681, 0.992, -2.339], [0.531, 2.490, -1.407], [1.393, 5.518, -2.703]],
  "forces_ev_per_angstrom": [[0.0, -0.2, 0.1], [0.0, 0.0, 0.0], [0.0, 0.1, 0.0], [0.0, 0.0, 0.0], [0.0, 0.0, 0.0], [-0.1, 0.3, 0.3], [0.0, 0.0, 0.0], [0.0, 0.0, 0.0], [0.1, -0.1, 0.0], [0.6, -0.9, 0.0], [0.0, 0.0, 0.0], [0.1, 0.0, 0.2], [0.0, 0.0, 0.0], [-0.1, 0.0, -0.2], [0.1, 0.2, -0.2], [0.0, 0.0, 0.0], [0.0, 0.0, 0.0], [0.1, 0.0, 0.0], [0.0, 0.0, 0.0], [-0.8, 0.5, 0.3], [0.0, 0.0, 0.0], [-0.3, -0.2, 0.0], [-0.1, -0.2, 0.0], [0.0, 0.0, 0.0], [0.7, -0.1, -0.9], [-0.1, 1.4, -0.7], [0.0, 0.0, 0.0], [0.0, -0.1, 0.2], [-0.2, 0.2, 0.0], [-0.1, 0.1, 0.1], [0.0, 0.0, 0.0], [0.1, 0.0, -0.1], [0.3, -0.5, 0.5], [-0.1, 0.0, 0.1], [-0.5, 0.0, 0.7], [0.0, 0.0, 0.0], [0.0, 0.0, -0.1], [0.0, -0.1, 0.0], [-0.5, -0.7, 0.0], [0.0, 0.1, 0.0], [1.5, 0.5, 0.5], [0.0, 0.1, -0.1], [-0.2, 0.0, 0.3], [0.0, 0.0, 0.0], [0.0, 0.0, 0.0], [-0.2, -0.8, -0.3], [-0.1, 0.1, -0.2], [0.0, 0.0, -0.1], [-0.1, 0.1, -0.3], [0.0, 0.0, 0.0]],
  "homo_lumo_gap_ev": 6.756,
  "de_lowest_kcal_mol": 16.3,
  "e_homo_ev": -11.42,
  "charge": 1
}

---

{
  "formula": "C17H17CsF9IN3O",
  "method": "ωB97M-V/def2-TZVPD",
  "species": ["H", "F", "H", "F", "N", "F", "C", "H", "F", "C", "H", "H", "Cs", "C", "O", "H", "H", "N", "H", "C", "C", "C", "C", "F", "C", "C", "C", "H", "H", "C", "I", "H", "F", "C", "H", "F", "H", "C", "C", "C", "F", "N", "H", "C", "F", "H", "H", "H", "C"],
  "positions_angstrom": [[2.209, -0.716, 2.277], [-2.820, -3.405, 1.186], [0.735, -0.245, 1.552], [-4.798, -1.661, 1.815], [-0.683, 2.892, -2.853], [-2.909, -2.945, -0.907], [-0.911, 2.691, -0.532], [3.576, 0.750, 1.117], [-0.331, -2.374, 1.382], [1.160, -0.183, -1.893], [0.447, 1.470, -3.758], [1.971, -2.114, -1.533], [2.932, -3.379, -1.941], [-0.098, -2.204, -1.015], [0.330, -1.094, -4.103], [0.168, -3.118, -1.591], [-1.494, -0.781, -1.740], [-0.829, -1.475, -2.055], [3.037, -1.396, 0.161], [-2.809, -1.132, 0.636], [0.215, -0.956, -2.917], [1.288, -1.400, -0.907], [-2.365, -2.565, 0.235], [-0.652, -4.106, 0.156], [2.517, 0.999, 1.143], [-3.649, -1.029, 1.938], [-1.160, 3.341, -1.692], [0.029, 1.016, 0.403], [1.317, 3.713, 2.974], [0.049, 1.803, -2.811], [3.092, 0.314, -2.812], [0.243, 2.510, 2.370], [-3.897, 0.280, 2.110], [-0.171, 1.548, -0.504], [3.239, 2.351, 2.673], [-1.767, -0.294, 0.741], [1.215, 3.445, 1.227], [0.344, 1.073, -1.686], [1.797, -0.333, 1.350], [1.213, 2.966, 2.198], [-3.589, -0.665, -0.349], [2.035, -1.367, 0.347], [-1.304, 3.088, 0.388], [-0.820, -2.760, 0.203], [-2.961, -1.455, 2.984], [2.296, 1.475, 0.194], [-1.742, 4.243, -1.710], [2.000, 1.272, 3.186], [2.302, 1.910, 2.361]],
  "forces_ev_per_angstrom": [[0.0, -0.3, 0.3], [0.0, -0.1, 0.2], [-0.1, 0.0, -0.2], [0.0, -0.3, 0.1], [-0.3, 0.5, -0.1], [-0.1, 0.1, -0.6], [-0.6, 0.3, 1.7], [0.3, 0.0, -0.2], [0.2, 0.4, 0.3], [-0.7, -1.1, -1.1], [0.0, 0.0, -0.3], [-5.5, 7.1, 3.0], [5.3, -6.8, -2.4], [1.5, 0.8, -1.4], [-0.3, -0.1, 1.4], [-0.1, 0.1, 0.7], [0.0, 0.2, -0.1], [-0.5, -0.7, -0.6], [-0.2, 0.3, -0.1], [-1.1, -0.1, -0.3], [0.3, 1.0, 0.0], [1.2, 0.0, 0.1], [0.4, -0.3, 1.1], [0.2, -0.4, 0.0], [0.3, -0.3, 0.4], [0.3, 0.9, -0.1], [0.1, 0.1, -1.2], [-0.1, 0.2, 0.2], [0.0, 0.3, 0.1], [0.1, 0.2, -1.3], [-0.5, -0.4, 0.5], [-0.3, 0.0, -0.2], [-0.1, -0.2, 0.0], [0.7, -0.9, 0.1], [0.2, 0.3, -0.1], [0.4, -0.1, 0.1], [0.1, 0.2, -0.2], [0.6, -0.3, 0.6], [0.3, 0.0, 0.4], [0.1, -0.3, 0.4], [-0.1, 0.2, -0.3], [-0.5, -0.3, -0.9], [-0.1, 0.1, 0.2], [-0.7, -0.3, -0.3], [0.0, -0.2, 0.2], [-0.2, 0.2, -0.1], [-0.2, 0.3, -0.1], [0.1, -0.1, 0.3], [-0.4, -0.1, -0.3]],
  "homo_lumo_gap_ev": 8.977,
  "e_homo_ev": -12.41,
  "charge": 1
}

---

{
  "formula": "C21H22Br2ClNO3PPdS2",
  "method": "ωB97M-V/def2-TZVPD",
  "species": ["C", "C", "C", "C", "H", "C", "H", "H", "H", "H", "H", "Br", "H", "H", "C", "C", "C", "H", "Br", "H", "C", "H", "O", "C", "H", "H", "H", "H", "C", "C", "N", "C", "Cl", "Pd", "C", "H", "C", "S", "P", "S", "H", "C", "H", "C", "C", "H", "C", "H", "H", "O", "C", "H", "O", "C"],
  "positions_angstrom": [[3.956, 0.894, -3.420], [-2.490, -0.640, 0.031], [0.809, -0.418, -1.825], [-2.608, 0.819, 0.091], [2.936, 1.694, 4.977], [-1.457, 2.808, 0.357], [3.427, -0.796, -2.229], [0.586, 3.198, -0.157], [1.323, 3.247, 5.950], [-0.230, -0.399, -2.138], [4.998, 0.603, -3.495], [-6.775, 1.496, 0.042], [5.383, -1.005, 3.846], [-2.632, 4.612, 0.418], [-5.036, 0.681, 0.042], [-2.658, 3.533, 0.323], [1.323, 1.641, -3.192], [3.729, -1.515, 4.233], [-3.675, -3.222, -0.021], [3.430, -2.212, 1.830], [-4.971, -0.690, 0.018], [-0.230, 4.547, 0.675], [-1.383, -1.236, -0.002], [-3.871, 1.474, 0.096], [1.841, 3.364, -4.338], [1.318, 0.970, 4.772], [0.275, 3.081, 1.557], [1.180, -1.422, -1.647], [-0.135, 3.461, 0.618], [3.072, 0.103, -2.718], [-1.454, 1.500, 0.189], [1.707, 0.432, -2.566], [-0.341, 2.149, -3.089], [0.443, 0.124, 0.320], [1.962, 1.805, 4.482], [-5.876, -1.281, -0.006], [3.531, 2.072, -4.025], [2.753, 1.028, 0.452], [2.372, 0.344, 2.313], [0.041, -0.336, 2.746], [5.122, -1.807, 1.523], [1.307, 3.119, 4.865], [0.272, 3.131, 4.520], [4.418, -2.139, 2.288], [2.199, 2.441, -3.898], [4.225, 2.696, -4.575], [-3.853, 2.880, 0.173], [-4.783, 3.431, 0.133], [1.836, 3.952, 4.397], [3.956, 0.152, 3.033], [-3.734, -1.317, 0.027], [4.716, -3.123, 2.662], [2.146, 1.792, 3.077], [4.375, -1.127, 3.430]],
  "forces_ev_per_angstrom": [[0.1, 0.1, -0.1], [0.0, -0.4, -0.1], [-0.5, 0.6, 1.4], [-0.2, 0.3, 0.1], [0.0, 0.0, 0.0], [0.2, -0.3, -0.1], [0.0, 0.0, 0.0], [0.0, 0.0, 0.0], [0.0, 0.0, 0.0], [0.0, 0.0, -0.1], [0.0, 0.0, 0.0], [0.1, 0.0, 0.0], [-0.1, 0.0, 0.1], [0.0, 0.0, 0.0], [-0.4, -0.2, 0.0], [-0.3, 0.1, 0.0], [0.1, -0.5, 0.2], [0.0, 0.0, 0.0], [-0.1, 0.1, 0.0], [0.0, -0.1, 0.0], [0.1, 0.3, 0.0], [0.0, 0.0, 0.0], [0.0, 0.5, 0.0], [0.1, -0.1, 0.0], [-0.1, 0.0, 0.0], [0.0, -0.1, 0.0], [0.0, 0.0, 0.0], [0.0, 0.0, -0.1], [0.0, 0.1, 0.0], [-0.2, 0.0, 0.1], [-0.6, 0.3, 0.1], [0.3, 0.4, -0.4], [-0.1, 0.1, 0.0], [0.8, -1.2, -1.0], [0.1, 0.0, -0.1], [0.0, 0.0, 0.0], [0.0, 0.0, 0.0], [-0.9, -0.5, -0.2], [0.3, 0.0, 1.3], [0.6, 0.4, -0.7], [0.0, 0.0, 0.0], [0.0, -0.1, -0.1], [0.0, 0.0, 0.0], [0.0, 0.2, 0.1], [0.1, 0.1, 0.0], [0.0, 0.0, 0.0], [0.3, 0.1, 0.0], [0.0, 0.0, 0.0], [0.0, 0.0, 0.1], [0.0, 0.2, -0.1], [0.2, -0.2, -0.1], [0.0, 0.0, 0.0], [0.1, 0.3, 0.2], [-0.1, -0.2, -0.1]],
  "multiplicity": 2,
  "homo_lumo_gap_ev": [4.160, 5.186],
  "de_lowest_kcal_mol": 44.7,
  "e_homo_ev": [-0.10, -1.12],
  "charge": -2
}

---

{
  "formula": "C12H18BClHfN2",
  "method": "ωB97M-V/def2-TZVPD",
  "species": ["C", "B", "C", "H", "C", "N", "C", "C", "H", "H", "Cl", "H", "Hf", "H", "H", "H", "H", "C", "H", "C", "H", "C", "N", "C", "H", "H", "H", "C", "C", "C", "H", "H", "H", "H", "H"],
  "positions_angstrom": [[0.639, -3.457, 0.169], [0.747, 1.460, 2.114], [-0.401, 3.814, -2.932], [1.316, -2.067, -1.362], [0.671, -2.241, -0.513], [-0.298, 2.576, -2.174], [0.959, 0.765, -1.220], [-1.358, 2.001, -1.732], [-2.185, 2.686, -1.843], [0.893, 2.018, 1.201], [1.692, 3.377, -0.191], [-2.299, 0.453, -0.528], [0.577, 3.508, 1.770], [-0.364, -5.553, 1.109], [1.637, 1.411, 2.722], [-0.250, 3.570, -3.984], [1.940, 0.402, -0.950], [-0.171, -4.971, 2.010], [0.432, 4.490, -2.738], [0.929, 2.004, -1.980], [-1.639, -0.552, 1.442], [-1.028, -2.660, 1.690], [-0.142, -3.627, 1.339], [-1.025, -1.355, 1.060], [1.151, -4.365, -0.111], [0.500, 0.440, 1.864], [-1.302, 4.350, -2.632], [-1.398, 0.848, -0.973], [-0.198, -1.123, -0.051], [-0.208, 0.115, -0.838], [1.823, 2.525, -2.290], [-0.878, -5.051, 2.835], [0.825, -4.998, 2.451], [-1.672, -2.843, 2.538], [0.085, 2.051, 2.727]],
  "forces_ev_per_angstrom": [[-1.0, 0.7, 1.4], [-0.4, -2.7, 0.2], [0.7, 1.0, -0.5], [0.0, -0.4, -0.2], [-1.6, 1.0, 1.8], [4.4, -0.3, -1.3], [0.6, 1.6, -2.1], [-3.3, 0.3, 1.9], [-0.9, -0.7, -0.1], [1.0, -1.1, -4.3], [0.4, 2.5, 2.3], [-0.3, 0.2, -0.4], [0.9, 4.5, 0.2], [0.1, -1.2, 0.9], [3.9, 0.5, 2.1], [-0.8, 0.1, -0.2], [0.1, -0.3, -0.2], [0.9, 1.0, -0.7], [0.2, -0.2, 0.4], [-1.7, -2.9, 0.8], [-0.4, -0.3, 0.2], [1.5, 1.2, -0.7], [-1.6, 2.5, -1.6], [0.8, -1.6, -0.7], [0.4, 0.1, -0.2], [-1.0, -3.1, -0.6], [-0.1, -0.2, -0.6], [0.6, -0.6, -0.5], [1.1, -3.3, 0.0], [-0.2, 1.2, 1.0], [-0.2, -0.3, -0.8], [-0.3, 0.2, -0.5], [0.1, -0.9, -0.2], [0.0, -0.2, 0.0], [-3.9, 1.6, 3.0]],
  "homo_lumo_gap_ev": 4.585,
  "de_lowest_kcal_mol": 0.0,
  "e_homo_ev": -22.44,
  "charge": 4
}